A molecular structure, C33H41Cl2N2O4PtS2Se at a distorted geometry, computed with ωB97M-V/def2-TZVPD.

Structure (XYZ):
```
86
Properties=species:S:1:pos:R:3:mulliken_charge:R:1
Se -0.54507 0.26671 0.81976 -0.4841
H -3.53360 5.13140 0.81965 0.4687
H -2.69604 -5.73152 -1.28154 0.5178
H 1.80751 1.60376 0.25220 0.2094
H -3.17306 1.26498 0.40538 0.0716
C -0.69815 2.11920 0.74432 -0.8548
C -0.77036 -3.36765 0.20292 0.0554
H 1.98333 0.69558 2.48948 0.0710
H 1.99848 3.07074 -0.69662 0.2277
C -0.76835 -5.39374 1.48863 -0.6736
C -1.62373 4.13204 0.64003 1.0705
C -0.35339 -4.07967 1.31616 -0.5061
N -1.85922 2.78728 0.85781 0.6992
N 0.29284 2.99574 0.47630 1.5389
H -2.70488 1.11477 2.84877 0.2621
C -0.25675 4.26504 0.38614 0.2642
C 1.70597 2.68659 0.28252 -0.6605
S -2.21106 -3.04300 -2.13983 0.0007
H -5.00325 0.99155 3.71335 0.3531
H 2.47939 4.38937 1.33329 0.3021
C -0.54706 6.58601 0.04147 -0.9493
H 3.63041 3.07671 1.10709 0.5849
O -2.19032 -1.57615 -1.77994 -0.5842
H 3.68082 1.14239 2.68814 0.3177
C -1.59550 -3.97352 -0.72587 0.2251
S 2.44419 -1.62834 -2.30925 -0.0218
C -4.84657 1.18785 2.65158 -0.6569
H 1.35365 5.59786 -0.16860 0.4716
H 1.89439 -5.18651 -2.39745 0.5260
C 2.32525 2.82835 2.79509 -0.3506
H -0.45949 -2.34691 0.04497 -0.0065
C -5.02215 -0.11589 1.87118 -1.0497
C 3.37697 -2.19956 -0.87377 0.5427
C 4.63440 -2.76727 -1.02733 -0.7253
C 2.66367 1.35668 3.02501 -1.0491
Cl 1.12334 4.53088 -3.32415 -0.1545
H -3.39140 2.72442 3.08513 0.3128
H 1.97328 -2.97814 -4.20296 0.5317
C -3.46111 1.81332 2.48452 -0.0844
C -1.91297 6.45468 0.31935 -0.7233
H 3.34206 -3.60427 -3.28648 0.4256
H 5.08908 -2.86054 -2.00677 0.4524
C -3.16339 2.15809 1.02764 -1.3618
H 1.86519 -1.52138 0.47849 0.3465
H -1.93638 -7.01252 0.69892 0.4096
H 1.17161 -3.87468 -1.49174 -0.2794
H 1.28423 3.02897 3.06850 0.1730
C 5.31948 -3.20431 0.09518 -0.5978
C 4.76150 -3.04720 1.35758 -0.6296
H -5.02446 0.05339 0.79378 0.2808
H -2.54345 7.33262 0.28496 0.4240
C 0.30297 5.49737 0.06679 -0.9292
H -3.91573 2.84722 0.64497 0.5646
H 0.29143 -3.60661 2.04502 0.5187
C -1.60244 -5.99373 0.55581 -0.5961
H -0.28576 -2.30543 -3.22736 -0.3012
C -0.83337 -3.23548 -3.35728 0.1311
C -0.52298 3.99944 -2.99272 0.8135
H -0.96961 4.69992 -2.29385 -0.1263
C -0.57201 2.57859 -2.42284 0.5511
C 2.32166 -3.23321 -3.20026 -0.9952
O 1.04775 -1.42163 -1.77440 -0.7098
H 5.30053 -3.40535 2.22476 0.4059
H -0.45766 -5.28346 -2.76288 0.3651
H -5.61113 1.90494 2.33929 0.3346
C 0.07013 -4.46483 -3.25378 -1.2067
H -1.34173 -3.20272 -4.32136 0.5560
H -0.14712 7.56083 -0.20158 0.4358
C -2.02790 -5.28169 -0.55610 -0.3048
H 6.29359 -3.66122 -0.01511 0.4123
O 0.46247 1.86303 -2.40087 -0.5577
H 3.10149 -2.27191 2.48424 0.5145
H -0.44991 -5.94757 2.36205 0.4175
O -1.67264 2.18382 -1.97159 -0.6248
H 2.94033 3.43429 3.46290 0.4165
C 2.59403 3.30375 1.36733 -0.8491
H -5.97314 -0.58063 2.13021 0.4125
H 0.29979 -4.80592 -4.26542 0.5154
H 2.59800 1.11291 4.08594 0.4516
C 3.52624 -2.43458 1.50175 -0.7868
C -2.47573 5.22951 0.61816 -0.9344
H -4.21891 -0.81879 2.10343 0.2380
Pt -0.68412 0.09404 -1.66948 1.8746
C 2.82702 -2.00799 0.38129 0.1927
Cl -1.51373 4.00538 -4.46890 -0.1537
C 1.38827 -4.22642 -2.50111 0.2204
```

Properties
Kohn-Sham gap (alpha / beta)	0.212 / 0.212	hartree
energy relative to the best compared isomer or geometry (same formula, charge and spin)	197.86	kJ/mol
total charge	+1
total energy	-5929.812014	Eh